[1]
{
  "formula": "C17H20N3O4PS2W",
  "method": "wB97M-V/def2-TZVPD",
  "species": ["N", "H", "H", "C", "H", "H", "C", "C", "C", "H", "O", "C", "N", "W", "H", "H", "H", "N", "H", "H", "C", "C", "H", "H", "C", "H", "C", "C", "O", "C", "C", "C", "C", "O", "S", "P", "H", "H", "S", "C", "H", "H", "O", "C", "H", "H", "H", "C"],
  "positions_angstrom": [[0.0864, 2.3586, -0.7435], [-0.7173, -4.9691, 1.2748], [-2.7295, -0.3405, -2.7421], [-2.2468, 2.1208, -0.5651], [7.4735, 2.4464, -0.9338], [-3.7354, 3.3637, 0.3544], [5.8149, 1.0504, -0.9549], [-3.2392, -1.6473, 0.7911], [-0.0093, -4.5683, 1.9953], [1.7825, -5.2533, 1.0272], [3.4935, 4.3869, -1.0992], [3.5857, 1.9843, -0.9453], [-1.9863, 1.0504, -1.3925], [-0.2993, 0.5073, -0.3408], [-1.0077, 3.4762, 0.7168], [-3.4203, -1.9611, -0.2368], [3.9904, -0.1029, -0.9357], [1.3227, 2.8331, -0.8096], [2.5213, 4.2527, -1.0963], [-3.0024, -0.5755, 0.8127], [-4.4088, -1.9727, 1.6859], [-4.2903, 0.9056, -1.9355], [-5.0817, 0.4524, -2.5161], [6.4555, 0.1779, -0.9610], [4.1827, 3.3048, -1.0091], [6.0140, 4.4461, -0.9817], [-1.0095, 2.6561, 0.0080], [-4.5723, 1.9395, -1.0308], [-2.0760, -2.3817, 1.2711], [-2.9992, 0.4695, -2.0775], [6.3972, 2.3398, -0.9508], [5.6016, 3.4446, -0.9737], [-3.5482, 2.5446, -0.3276], [1.6050, 0.6065, -0.7485], [-0.1364, -0.1875, 1.9163], [-0.5834, -2.0449, 0.9754], [-5.3152, -1.5343, 1.2691], [-0.4621, -4.4903, 2.9791], [-0.3123, -1.7908, -1.0856], [2.1526, 1.8110, -0.8583], [-5.5912, 2.2829, -0.9035], [-4.2600, -1.5983, 2.6970], [0.2779, -3.1319, 1.5788], [4.4241, 0.8875, -0.9429], [-4.5485, -3.0521, 1.7309], [1.9782, -4.8752, 2.7555], [1.1232, -6.3343, 2.2530], [1.3057, -5.2874, 2.0057]],
  "atomic_forces_ev_per_a": [[-0.7, -0.5, 0.3], [0.0, 0.1, 0.0], [0.0, 0.0, 0.0], [-0.4, 0.2, -0.5], [0.0, 0.0, 0.0], [0.0, 0.0, 0.0], [0.5, 0.2, 0.0], [-0.3, 0.1, -0.1], [0.0, -0.3, 0.1], [0.0, 0.0, 0.0], [0.3, 0.3, 0.0], [0.6, -0.4, -0.1], [-0.3, 0.3, 0.7], [1.2, -0.5, 0.7], [0.1, -0.3, 0.4], [0.1, 0.0, 0.0], [0.1, 0.0, 0.0], [1.0, 0.3, -0.1], [-0.2, -0.2, 0.0], [0.0, 0.0, 0.0], [0.1, -0.1, 0.0], [0.0, 0.1, 0.1], [0.0, 0.0, 0.0], [0.0, 0.0, 0.0], [-0.3, -0.3, 0.0], [-0.1, 0.0, 0.0], [-0.1, 0.5, -0.6], [0.1, -0.1, -0.1], [0.5, -0.1, 0.2], [0.0, -0.3, -0.2], [0.0, -0.1, 0.0], [0.3, 0.1, -0.1], [0.1, 0.1, 0.2], [0.7, 0.0, -0.3], [-0.4, -0.4, -1.2], [-1.1, -0.1, -0.2], [0.0, 0.0, 0.0], [0.0, 0.1, 0.0], [0.0, 0.1, 0.9], [-1.2, 0.3, 0.2], [0.0, 0.0, 0.0], [0.0, 0.0, 0.0], [0.4, 0.4, 0.0], [-0.7, 0.3, 0.0], [0.0, 0.0, 0.0], [0.0, 0.0, 0.0], [-0.1, 0.0, 0.0], [0.0, 0.1, -0.1]],
  "s_squared": 1.0162,
  "molar_mass_g_mol": 609.312,
  "lumo_energy_ev": [-11.819, -12.060],
  "energy_ev": -63372.29226,
  "charge": 3,
  "multiplicity": 2,
  "e_homo_ev": [-17.8, -17.7]
}


[2]
{
  "formula": "C13H18",
  "method": "wB97M-V/def2-TZVPD",
  "species": ["H", "H", "C", "C", "H", "H", "H", "H", "H", "H", "H", "C", "C", "H", "H", "H", "C", "C", "C", "H", "H", "H", "C", "C", "C", "C", "H", "H", "H", "C", "C"],
  "positions_angstrom": [[-2.5580, 2.1168, -1.3865], [-1.9253, -2.4099, 0.5037], [-0.3701, -1.2026, -0.1468], [2.2540, -0.2452, 1.6320], [2.4509, -0.9984, -1.6218], [3.2538, 3.0917, -1.4235], [3.2538, -0.7114, 1.9834], [-2.9983, -0.4095, -1.3352], [-0.7486, 1.8716, -1.7035], [-1.9461, 0.4837, 2.2198], [0.6175, -2.5119, -1.5691], [0.7374, -2.1248, -0.5696], [-1.6615, 0.7733, 0.0425], [2.1250, 0.7866, 1.9486], [-1.2465, 2.8912, -0.3033], [1.5151, -0.9912, 1.9229], [2.7396, 1.1206, -0.4274], [-1.7728, -1.7377, -0.3386], [2.2032, -1.3484, -0.6830], [-0.8901, 1.7598, 1.8070], [-2.6045, 2.0814, 1.4479], [-3.4613, -0.3225, 0.3168], [-0.3249, 0.0951, 0.0157], [-1.7514, 1.3834, 1.4629], [-1.5718, 2.0559, -0.9107], [-2.6101, -0.4387, -0.3663], [0.9385, -2.9943, 0.0821], [-1.7396, -2.1926, -1.2399], [2.9123, -2.0464, -0.4804], [2.3727, -0.0707, 0.0898], [2.8072, 2.2450, -0.9697]],
  "atomic_forces_ev_per_a": [[0.3, 0.8, 0.0], [-0.6, -0.3, -0.2], [1.2, -1.0, -1.3], [2.4, -0.2, -1.3], [-0.2, 0.0, -2.8], [0.0, 0.3, -0.1], [-1.3, 1.1, -0.3], [-0.6, 0.9, -1.7], [-1.5, 0.3, 1.1], [0.0, 1.9, -1.3], [-0.6, -0.2, -0.3], [3.0, 1.4, 0.8], [2.3, 1.5, -0.3], [-0.2, -0.4, 1.1], [-0.4, 0.4, -0.2], [-0.3, 0.5, -0.1], [-0.2, 3.1, -1.9], [0.7, 2.5, 3.7], [-3.3, 1.7, 0.5], [3.2, 1.9, 0.7], [0.4, -0.1, 0.6], [0.0, -0.7, -0.1], [-0.2, -0.8, -0.3], [-5.2, -4.3, 0.1], [0.8, -2.5, -1.0], [0.3, 0.9, 2.2], [-0.5, 0.3, -0.1], [-0.6, -1.9, -2.8], [2.3, -2.0, 1.2], [-1.7, -2.6, 2.9], [0.4, -2.4, 1.1]],
  "molar_mass_g_mol": 174.287,
  "lumo_energy_ev": [-0.116, -0.203],
  "energy_ev": -13765.29890,
  "multiplicity": 1,
  "e_homo_ev": [-7.5, -8.6]
}


[3]
{
  "formula": "C4H20BO18",
  "method": "wB97M-V/def2-TZVPD",
  "species": ["H", "O", "C", "H", "C", "H", "O", "O", "O", "O", "H", "O", "H", "O", "H", "H", "C", "H", "H", "O", "O", "H", "O", "O", "O", "O", "H", "H", "O", "H", "C", "H", "B", "H", "O", "O", "H", "H", "H", "O", "H", "O", "H"],
  "positions_angstrom": [[-3.2478, 1.8101, -0.6457], [3.4021, 5.1748, 1.7142], [-0.8267, 2.0362, 0.5445], [3.2444, 4.3991, 2.2524], [0.6002, -2.1875, 0.4867], [-3.8028, 4.7219, 0.3679], [0.2176, -1.1410, 1.2329], [0.8409, 3.3966, 1.8776], [1.1757, 1.1138, 1.2983], [1.5879, -2.3824, -1.7437], [2.0829, -4.1156, -2.8821], [-4.4404, 4.8918, 1.0613], [-2.1622, 5.1370, 2.6219], [-2.5139, -1.4177, 3.3588], [5.2536, -1.2853, -2.4862], [-2.4082, -3.4815, 0.8964], [0.5010, 2.2934, 1.3268], [1.1479, -4.5711, -3.9821], [-1.7748, -1.9684, 3.1005], [-0.0001, -5.3600, -1.0643], [-3.6604, 1.2387, -1.2934], [0.0940, -5.3206, -2.0160], [1.6072, -4.8821, -3.2021], [0.6424, -3.3648, 0.8316], [-0.8594, 0.7225, 0.0969], [-1.6969, 2.8826, 0.3782], [2.1371, -0.0046, -4.0918], [-0.8792, 5.1937, 1.8201], [-1.3575, 5.6445, 2.5161], [-4.8603, 4.0453, 1.2139], [1.1997, -1.6478, -0.7805], [-1.1195, -4.1459, 1.3317], [0.4113, 0.0511, 0.4766], [-3.3087, 0.3687, -1.1045], [1.9586, 0.6318, -3.3996], [1.1467, -0.3413, -0.7298], [-2.6796, -0.8649, 2.5951], [1.9457, 0.1138, -2.5948], [0.7010, -4.8003, -0.7304], [-2.0222, -3.9904, 1.6093], [4.4445, -2.0366, -1.4504], [4.7485, -2.0880, -2.3566], [2.5297, 5.5304, 1.5443]],
  "atomic_forces_ev_per_a": [[0.4, 0.3, 0.2], [0.5, 0.3, -0.1], [-1.3, 0.1, -0.6], [-0.2, -0.2, 0.1], [0.8, -2.1, 2.1], [0.3, -0.1, -0.2], [-0.3, -1.6, -0.2], [-1.4, -5.1, -2.5], [-1.1, 1.2, -0.4], [-1.1, 3.2, 3.6], [0.1, 0.4, 0.3], [-0.1, 0.2, 0.2], [-0.3, -0.1, -0.1], [-0.2, 0.3, 0.4], [0.1, 0.2, -0.1], [-0.1, 0.0, -0.2], [1.7, 1.9, 1.5], [0.0, 0.1, -0.3], [0.2, -0.4, -0.2], [-0.8, -0.4, 0.4], [-0.5, -0.1, -0.3], [0.4, 0.0, -0.1], [0.1, -0.5, -0.5], [-0.3, 2.5, -0.6], [0.4, 2.4, 1.1], [1.5, -2.0, 0.2], [0.0, -0.2, -0.1], [0.2, -0.3, -0.1], [0.0, 0.4, 0.2], [-0.1, -0.2, 0.0], [0.8, -2.7, -4.1], [0.4, -0.2, -0.2], [0.0, 2.5, 0.7], [0.2, -0.1, 0.0], [0.1, 0.3, -0.3], [0.5, -0.3, -0.6], [0.0, 0.1, -0.2], [-0.1, -0.1, 0.3], [0.1, 0.2, 0.1], [-0.4, 0.0, 0.4], [-0.2, 0.0, 0.2], [0.1, -0.2, -0.2], [-0.3, 0.0, 0.0]],
  "e_above_lowest_kcal_mol": 28.87,
  "molar_mass_g_mol": 366.998,
  "lumo_energy_ev": 1.481,
  "energy_ev": -42012.51756,
  "charge": -1,
  "multiplicity": 1,
  "e_homo_ev": -8.4
}


[4]
{
  "formula": "C2H8N2S2",
  "method": "wB97M-V/def2-TZVPD",
  "species": ["H", "N", "C", "H", "S", "H", "H", "H", "N", "C", "S", "H", "H", "H"],
  "positions_angstrom": [[-1.0359, 4.0436, 0.3704], [-0.1777, 3.5987, 0.6774], [-1.2506, -3.3139, -0.4740], [-1.1153, -2.3778, 0.0526], [-0.5254, -4.6914, -3.1075], [-1.2742, -4.0861, 0.2729], [-0.7209, -5.8989, -2.5566], [0.6628, 5.1561, 1.8730], [2.0427, 3.7887, 1.2382], [0.7277, 4.2346, 1.2789], [0.2052, -3.6724, -1.4968], [2.4753, 3.7956, 2.1480], [2.1635, 2.9338, 0.7166], [-2.1772, -3.5105, -0.9931]],
  "atomic_forces_ev_per_a": [[0.0, 0.3, 1.0], [0.1, -0.3, -1.3], [0.3, -1.1, 0.3], [-0.3, 0.4, -0.4], [-0.2, 0.1, 0.0], [0.2, -0.3, 0.7], [0.1, -0.1, 0.1], [-0.4, 0.1, -0.3], [-0.5, 0.1, 0.5], [0.3, 0.0, 0.0], [0.1, 0.2, -0.1], [0.4, 0.0, -0.1], [-0.1, -0.2, 0.1], [-0.2, 0.9, -0.5]],
  "e_above_lowest_kcal_mol": 15.38,
  "molar_mass_g_mol": 124.234,
  "lumo_energy_ev": 0.652,
  "energy_ev": -26853.77721,
  "smiles": "[H]/N=C/N.CSS",
  "multiplicity": 1,
  "e_homo_ev": -8.9
}


Q: multiplicity of number 2 (C13H18)?
A: 1


Q: What is the multiplicity in the second record?
A: 1